Record 1
This record from the OMol25 dataset describes one molecule with the formula C3H8N2 in a non-equilibrium geometry. The level of theory is wB97M-V/def2-TZVPD.

For the HOMO energy, the calculation gives -7.89 eV. For the largest force on an atom, the calculation gives 3.54 eV/Å. The orbital gap is 8.89 eV. The charge is 0. Its energy above the lowest of the compared OMol25 structures with the same formula, charge and spin is 2.171 eV. As for the total energy: -6219.6759 eV.

Each atom is followed by the atoms it is bonded to, with distances in Å.
Positions of all 13 atoms, in Å:
1 N -0.37 1.11 -1.19  C4 1.500, H10 1.066, H11 1.041
2 N -1.77 -1.19 0.10  C5 1.395, H6 0.996, H9 0.995
3 C 1.56 0.84 0.53  C4 1.568, H8 1.092, H12 1.183, H13 1.116
4 C 0.26 0.28 -0.12  N1 1.500, C3 1.568, C5 1.369
5 C -0.54 -0.67 0.48  N2 1.395, C4 1.369, H7 1.077
6 H -2.12 -1.71 0.88  N2 0.996
7 H -0.01 -1.26 1.20  C5 1.077
8 H 1.45 1.76 1.12  C3 1.092
9 H -1.81 -1.80 -0.69  N2 0.995
10 H -1.27 0.57 -1.36  N1 1.066
11 H 0.29 1.09 -2.00  N1 1.041
12 H 1.97 0.03 1.29  C3 1.183
13 H 2.36 0.97 -0.24  C3 1.116

Record 2
This record from the OMol25 dataset describes a 2-piece molecular cluster, C6H8N2O2 overall in a non-equilibrium geometry. The level of theory is wB97M-V/def2-TZVPD.

For the HOMO energy, the calculation gives -8.02 eV. For the largest force on an atom, the calculation gives 5.25 eV/Å. The orbital gap is 8.53 eV. The charge is 0. Its energy above the lowest of the compared OMol25 structures with the same formula, charge and spin is 4.409 eV. As for the total energy: -13422.9647 eV.

Each atom is followed by the atoms it is bonded to, with distances in Å.
Positions of all 18 atoms, in Å:
1 O -1.87 -0.42 0.16  C10 1.206
2 O 1.60 0.87 2.77  C5 1.217
3 N 2.16 -0.22 0.82  C5 1.334, C8 1.389, H12 0.977
4 N 0.07 0.31 1.25  C5 1.343, C10 1.399, H16 1.026
5 C 1.34 0.38 1.69  O2 1.217, N3 1.334, N4 1.343
6 C -1.42 1.37 -0.88  C9 1.308, H13 1.107, H14 1.083
7 C 0.32 -1.34 -0.38  C8 1.371, C10 1.535, H11 1.154
8 C 1.63 -1.20 0.00  N3 1.389, C7 1.371, H17 1.067
9 C -1.72 0.40 -1.70  C6 1.308, H15 1.101, H18 0.979
10 C -0.69 -0.49 0.39  O1 1.206, N4 1.399, C7 1.535
11 H -0.05 -2.14 -1.12  C7 1.154
12 H 3.13 -0.06 0.88  N3 0.977
13 H -2.08 2.26 -0.77  C6 1.107
14 H -0.42 1.25 -0.48  C6 1.083
15 H -1.19 -0.49 -2.07  C9 1.101
16 H -0.57 0.84 1.85  N4 1.026
17 H 2.40 -1.86 -0.35  C8 1.067
18 H -2.62 0.54 -2.06  C9 0.979

Record 3
This record from the OMol25 dataset describes a 2-piece molecular cluster, C9H10N2O3 overall in a non-equilibrium geometry. The level of theory is wB97M-V/def2-TZVPD.

For the HOMO energy, the calculation gives -8.35 eV. For the largest force on an atom, the calculation gives 3.98 eV/Å. The orbital gap is 7.59 eV. The charge is 0. Its energy above the lowest of the compared OMol25 structures with the same formula, charge and spin is 6.164 eV. As for the total energy: -18612.3925 eV.

Each atom is followed by the atoms it is bonded to, with distances in Å.
Positions of all 24 atoms, in Å:
1 O -0.99 4.75 -2.74  N4 1.192
2 O 2.33 -1.03 2.73  C11 1.195
3 O -1.20 3.11 -4.08  N4 1.244
4 N -0.95 3.57 -2.95  O1 1.192, O3 1.244, C9 1.436
5 N 0.52 -0.87 -1.62  C6 1.365, C7 1.453, H23 1.022
6 C 0.19 -1.97 -0.87  N5 1.365, C13 1.364, H17 1.055
7 C 0.38 0.52 -1.25  N5 1.453, C8 1.402, C12 1.388
8 C 0.83 1.04 -0.02  C7 1.402, C14 1.385, H21 1.075
9 C -0.50 2.73 -1.88  N4 1.436, C10 1.391, C12 1.433
10 C -0.21 3.16 -0.59  C9 1.391, C14 1.399, H18 1.168
11 C 2.08 -2.15 2.40  O2 1.195, H15 1.085, H22 1.149
12 C -0.17 1.37 -2.20  C7 1.388, C9 1.433, H20 1.082
13 C -0.35 -2.13 0.37  C6 1.364, H16 1.056, H19 1.104
14 C 0.55 2.36 0.27  C8 1.385, C10 1.399, H24 1.103
15 H 1.13 -2.38 1.93  C11 1.085
16 H -0.84 -1.34 0.88  C13 1.056
17 H 0.67 -2.84 -1.22  C6 1.055
18 H -0.38 4.30 -0.41  C10 1.168
19 H -0.58 -3.10 0.84  C13 1.104
20 H -0.60 1.14 -3.16  C12 1.082
21 H 1.50 0.45 0.59  C8 1.075
22 H 2.75 -3.06 2.63  C11 1.149
23 H 0.89 -1.03 -2.56  N5 1.022
24 H 0.68 2.57 1.35  C14 1.103

Record 4
This record from the OMol25 dataset describes one molecule with the formula C8H13PSi in a non-equilibrium geometry. The level of theory is wB97M-V/def2-TZVPD.

For the HOMO energy, the calculation gives -8.92 eV. For the largest force on an atom, the calculation gives 6.81 eV/Å. The orbital gap is 9.19 eV. The charge is 0. Its energy above the lowest of the compared OMol25 structures with the same formula, charge and spin is 0.518 eV. As for the total energy: -25671.4921 eV.

Each atom is followed by the atoms it is bonded to, with distances in Å.
Positions of all 23 atoms, in Å:
1 P 1.49 0.38 -2.07  C5 1.739, C7 1.740
2 Si -0.29 0.75 0.56  C3 1.954, C4 1.907, C5 1.949, C8 1.919
3 C 0.47 2.50 0.11  Si2 1.954, H16 1.076, H17 0.997, H21 1.115
4 C -2.18 0.60 0.65  Si2 1.907, H13 1.016, H14 1.195, H15 1.089
5 C 0.38 -0.32 -0.92  P1 1.739, Si2 1.949, C9 1.576
6 C 1.41 -2.18 -2.98  C7 1.360, C10 1.465, H11 1.140
7 C 1.99 -0.96 -3.06  P1 1.740, C6 1.360, H22 1.012
8 C 0.38 0.02 2.21  Si2 1.919, H12 1.132, H18 1.173, H23 1.122
9 C 0.18 -1.88 -0.81  C5 1.576, C10 1.365, H20 1.002
10 C 0.67 -2.67 -1.81  C6 1.465, C9 1.365, H19 1.148
11 H 1.69 -3.06 -3.65  C6 1.140
12 H -0.45 -0.53 2.75  C8 1.132
13 H -2.56 1.14 1.43  C4 1.016
14 H -2.59 -0.52 0.79  C4 1.195
15 H -2.63 0.72 -0.33  C4 1.089
16 H 0.55 2.49 -0.96  C3 1.076
17 H 1.32 2.52 0.63  C3 0.997
18 H 1.16 -0.79 1.88  C8 1.173
19 H 0.57 -3.81 -1.90  C10 1.148
20 H -0.24 -2.26 0.01  C9 1.002
21 H -0.14 3.34 0.50  C3 1.115
22 H 2.65 -0.79 -3.81  C7 1.012
23 H 0.80 0.88 2.80  C8 1.122

Record 5
This record from the OMol25 dataset describes a 5-piece molecular cluster, C2H14N2O3 overall in a non-equilibrium geometry. The level of theory is wB97M-V/def2-TZVPD.

For the HOMO energy, the calculation gives -8.84 eV. For the largest force on an atom, the calculation gives 3.95 eV/Å. The orbital gap is 9.44 eV. The charge is 0. Its energy above the lowest of the compared OMol25 structures with the same formula, charge and spin is 3.147 eV. As for the total energy: -11421.2793 eV.

Each atom is followed by the atoms it is bonded to, with distances in Å.
Positions of all 21 atoms, in Å:
1 O 1.86 1.18 -0.70  H12 0.971, H21 0.968
2 O 0.08 -2.03 0.31  H13 0.991
3 O 2.72 -1.32 -0.05  H10 0.994, H17 0.950
4 N -0.87 0.32 -1.43  C7 1.488, H14 1.015, H19 1.011
5 N -1.79 -0.01 0.86  C6 1.467, C7 1.457, H8 1.017
6 C -0.63 0.57 1.55  N5 1.467, H15 1.051, H16 1.185, H18 1.094
7 C -1.95 0.61 -0.45  N4 1.488, N5 1.457, H9 1.083, H20 1.066
8 H -1.76 -1.02 0.90  N5 1.017
9 H -1.86 1.67 -0.25  C7 1.083
10 H 1.85 -1.59 0.34  O3 0.994
11 H -0.13 -0.83 -0.74  no bonds
12 H 2.18 0.27 -0.69  O1 0.971
13 H -0.47 -2.56 -0.31  O2 0.991
14 H -1.11 0.51 -2.40  N4 1.015
15 H 0.30 0.12 1.38  C6 1.051
16 H -0.81 0.61 2.72  C6 1.185
17 H 3.26 -0.95 0.64  O3 0.950
18 H -0.59 1.62 1.25  C6 1.094
19 H 0.07 0.66 -1.32  N4 1.011
20 H -2.91 0.33 -0.84  C7 1.066
21 H 2.56 1.84 -0.79  O1 0.968